[1]
Density functional theory data (ωB97M-V/def2-TZVPD) for a molecular structure, C4H4OV.

Output
- electronic energy (eV) = -31940.8902
- spin multiplicity = 4
- ΔE to the lowest compared entry with this formula, charge and spin (kJ/mol) = 153.5
- strongest force on any atom (eV/Å) = 1.2
- charge = 0

The geometry in XYZ format:
```
10
Properties=species:S:1:pos:R:3:forces:R:3
C 1.65521 -0.87058 0.02581 0.0967 -0.0691 -0.0449
C 2.38609 0.27475 -0.04924 0.7767 -0.4124 -0.2103
O 1.78834 1.48386 0.02408 -0.3894 0.0202 0.2467
V 0.16924 0.46595 0.27250 0.7560 0.7068 -0.1016
H 2.20536 -1.80862 -0.10787 -0.4425 0.3022 0.0908
H 3.48350 0.31820 -0.19721 -0.4206 -0.0051 0.0288
C -3.13629 0.27752 -0.04713 -0.9329 -0.7373 -0.0662
C -1.90496 0.43456 0.03099 0.4248 -0.4083 0.0817
H -4.20337 0.15839 -0.19597 0.5089 0.2666 0.0592
H -2.44312 -0.73404 0.24403 -0.3776 0.3364 -0.0842
```
Positions in Å, forces in eV/Å.

[2]
Density functional theory data (ωB97M-V/def2-TZVPD) for 2 unconnected molecules or ions with the total composition CH2Cl3OP.

Output
- electronic energy (eV) = -49970.4063
- ΔE to the lowest compared entry with this formula, charge and spin (kJ/mol) = 444.4
- strongest force on any atom (eV/Å) = 3.3
- charge = 0

The geometry in XYZ format:
```
8
Properties=species:S:1:pos:R:3:forces:R:3
C -0.25153 -1.19982 0.16549 1.3927 1.8039 -1.5970
O -0.18594 1.73186 -0.33468 1.9146 1.7884 1.9821
P 1.23432 0.98889 -0.38973 -1.0072 -1.0793 1.9752
Cl 0.34391 -1.96868 1.56779 -0.1945 -0.3628 0.6799
Cl -0.09008 -2.25025 -1.27998 -0.1214 0.4082 0.5460
Cl -1.87236 -0.50825 0.24498 0.4495 -0.5011 0.2708
H -0.84360 1.55953 -0.94564 -1.8763 -0.7971 -2.1720
H 1.66528 1.64672 0.97178 -0.5574 -1.2603 -1.6849
```
Positions in Å, forces in eV/Å.

[3]
Density functional theory data (ωB97M-V/def2-TZVPD) for 5 unconnected molecules or ions with the total composition C39H43NO18.

Output
- SMILES string = C#Cc1cc2c(cc1CC=O)C(=O)c1c(cc(CN)c(COC)c1CC(=O)O)C2=O.C[C@@H]1COC(=O)O1.C[C@@H]1COC(=O)O1.C[C@@H]1COC(=O)O1.C[C@@H]1COC(=O)O1
- electronic energy (eV) = -79484.6447
- strongest force on any atom (eV/Å) = 0.9
- charge = 0

The geometry in XYZ format:
```
101
Properties=species:S:1:pos:R:3:forces:R:3
C -4.97037 -1.85422 5.13081 -0.0272 -0.8406 -0.1425
C -4.25917 -2.24256 4.24126 0.0294 0.5170 0.0742
C -3.41739 -2.55051 3.11864 -0.1172 0.0145 0.2070
C -3.83601 -2.16219 1.84863 -0.0157 -0.1595 -0.0362
C -3.03952 -2.44567 0.75752 0.1494 -0.0338 -0.0736
C -1.84380 -3.14115 0.92551 -0.0017 0.1401 -0.1074
C -1.43962 -3.55435 2.18054 -0.0959 0.0300 -0.1443
C -2.20910 -3.24168 3.28920 -0.1278 -0.1437 0.1664
C -1.72123 -3.61992 4.66107 0.4124 0.0999 -0.1798
C -0.89589 -2.47988 5.24682 -0.1013 -0.0924 0.0414
O -1.30742 -1.36257 5.35733 -0.0881 0.3238 0.0198
C -1.00186 -3.42232 -0.27234 -0.1174 0.0233 -0.0273
O -0.41772 -4.47300 -0.40067 0.1705 -0.0470 0.0630
C -1.00685 -2.32327 -1.29328 -0.0751 0.1339 0.0761
C -2.21888 -1.65657 -1.46740 0.1234 -0.1880 0.0186
C -2.31771 -0.63773 -2.39189 0.1293 -0.0166 -0.0748
C -1.20770 -0.22663 -3.11456 -0.1664 0.1431 -0.0587
C -1.37482 0.99377 -3.99132 -0.1023 0.1414 0.0394
N -0.79089 2.20997 -3.38487 -0.1443 -0.2129 0.0078
C 0.02556 -0.87165 -2.93365 0.0760 -0.2072 0.0796
C 1.24795 -0.37758 -3.68797 -0.0515 0.2023 0.0300
O 1.04139 -0.17054 -5.06560 0.0817 -0.2009 -0.1634
C 0.69165 -1.36121 -5.76054 0.1522 0.3482 0.2027
C 0.11890 -1.94025 -2.02861 -0.2127 -0.2071 -0.1494
C 1.41057 -2.68046 -1.77434 0.5326 -0.1820 -0.0283
C 2.09238 -2.11132 -0.55214 0.1039 -0.2140 0.0465
O 1.62294 -2.12661 0.54742 -0.1978 0.2756 0.1790
O 3.32543 -1.58454 -0.81093 -0.3183 0.4189 -0.5813
C -3.39621 -2.02004 -0.62310 0.0036 -0.0315 -0.0035
O -4.53232 -1.95416 -1.02895 -0.0988 0.2532 0.0717
H -5.68580 -1.78853 5.91608 0.0130 0.3552 0.0058
H -4.77405 -1.64231 1.72416 -0.0570 0.0231 -0.0270
H -0.50896 -4.09704 2.26893 0.0429 -0.0529 0.0830
H -1.07337 -4.49249 4.59401 -0.1100 -0.1457 0.0310
H -2.55366 -3.82833 5.33131 -0.0374 0.0074 0.0779
H 0.13424 -2.72153 5.56306 0.0697 -0.1330 0.0480
H -3.25936 -0.12158 -2.51803 -0.0948 -0.0369 0.0095
H -2.44581 1.15606 -4.11638 -0.0550 -0.0026 -0.0597
H -0.96461 0.83324 -4.98442 0.1362 0.0090 0.0513
H -0.23041 1.94928 -2.58201 0.1496 0.0590 -0.0429
H -1.53917 2.75900 -2.98235 0.0805 0.1668 0.0204
H 1.55107 0.58549 -3.27379 0.0205 0.0758 -0.1065
H 2.09665 -1.04826 -3.56572 0.0293 -0.0619 0.1201
H -0.39371 -1.45257 -5.83436 -0.0680 -0.1238 -0.0176
H 1.09623 -2.23911 -5.25172 -0.0115 -0.1070 -0.0348
H 1.12848 -1.29387 -6.75325 -0.0648 -0.0181 -0.0905
H 2.09755 -2.63660 -2.61005 -0.0325 0.0474 -0.0871
H 1.21696 -3.72909 -1.56689 -0.1670 0.0089 0.0150
H 3.41162 -0.75470 -0.32288 0.2288 -0.2081 0.4184
C -5.92139 3.13408 4.40508 0.0972 -0.1329 -0.1244
C -7.25589 2.42796 4.35859 0.2302 0.1554 -0.0037
C -8.08897 2.54147 5.61828 -0.0797 0.0118 0.0160
O -8.81317 1.30715 5.62210 0.0444 0.0529 0.0608
C -8.09155 0.39590 4.92473 0.0845 0.0240 -0.0511
O -8.31472 -0.76917 4.90689 0.0039 -0.0597 0.0044
O -7.07822 1.00325 4.26087 -0.1733 -0.0225 0.0133
H -5.22796 2.58531 5.04209 -0.0556 0.0322 0.0988
H -5.47664 3.19875 3.41287 -0.0050 -0.0089 0.0113
H -6.03877 4.14607 4.79448 -0.0314 0.0099 -0.0095
H -7.83325 2.74595 3.48613 -0.0514 -0.0080 0.0243
H -8.78317 3.37789 5.60361 -0.0747 -0.0714 -0.0033
H -7.47246 2.59347 6.51913 0.0479 -0.0004 -0.0257
C 6.10040 -3.59159 -0.81068 0.0438 -0.2986 -0.0563
C 7.29624 -3.28162 0.05495 -0.1436 0.0294 -0.1189
C 7.71679 -1.82837 0.04571 -0.0025 0.0367 0.0540
O 9.13436 -1.90922 0.24685 -0.0514 0.0714 -0.0424
C 9.55080 -3.12360 -0.19506 -0.0540 -0.0463 0.0021
O 10.68684 -3.43218 -0.34211 0.0425 -0.0031 0.0066
O 8.48840 -3.92248 -0.44311 0.0267 0.0023 0.0861
H 6.37988 -3.57833 -1.86439 0.0395 0.1431 0.0077
H 5.70602 -4.58302 -0.58854 -0.0005 0.0135 0.0025
H 5.30831 -2.86168 -0.64718 0.0275 -0.0141 0.0317
H 7.13899 -3.63141 1.07863 0.0369 0.0086 0.0117
H 7.26290 -1.24597 0.84420 0.0823 0.0170 0.0290
H 7.52017 -1.34225 -0.91046 -0.0335 -0.0429 -0.0253
C -6.14334 5.17228 -3.32856 0.1672 0.1116 -0.0913
C -5.31997 4.02391 -2.79770 -0.1585 0.1057 -0.0320
C -5.79427 3.44699 -1.47867 -0.0210 -0.0708 0.0292
O -4.57331 3.00179 -0.87645 -0.0542 0.0593 0.0366
C -3.55863 3.73364 -1.39399 -0.0470 -0.0378 -0.0053
O -2.44422 3.73000 -0.98206 0.0110 -0.0159 -0.0137
O -3.98924 4.45621 -2.45240 0.0351 -0.0604 -0.0497
H -5.95663 6.07183 -2.74218 -0.0643 -0.0441 0.0962
H -5.88734 5.39147 -4.36392 0.0017 -0.0039 0.0089
H -7.20577 4.93141 -3.28297 -0.0035 -0.0369 -0.0048
H -5.22249 3.23672 -3.54985 0.0052 -0.0411 0.0347
H -6.47751 2.60929 -1.59189 0.0825 -0.0647 0.0371
H -6.24727 4.20584 -0.83570 0.0004 0.0405 -0.0373
C 9.73832 3.90409 -0.12076 -0.0930 0.1820 -0.0911
C 8.48089 3.07525 -0.01826 0.1909 0.0399 0.0013
C 8.68115 1.58391 -0.19801 -0.0215 -0.0626 0.0125
O 7.43832 1.17574 -0.78870 0.1074 0.0083 0.0280
C 6.90383 2.24728 -1.42833 -0.0071 0.0597 0.0426
O 5.97575 2.19258 -2.16525 -0.0526 -0.0185 -0.0056
O 7.57491 3.37214 -1.09915 -0.0433 -0.0014 0.0343
H 10.06784 3.96068 -1.15798 0.0402 -0.1190 0.0014
H 9.56654 4.92066 0.22980 -0.0024 -0.0097 -0.0036
H 10.53371 3.46423 0.48138 -0.0150 -0.0189 0.0271
H 7.95327 3.28456 0.91587 -0.0253 -0.0465 0.0016
H 8.84288 1.05051 0.73532 -0.0818 -0.0482 -0.0208
H 9.49249 1.35234 -0.89149 0.0208 0.0432 -0.0034
```
Positions in Å, forces in eV/Å.